# 1
{
  "formula": "C27H23BCl33N4O2S2",
  "method": "ωB97M-V/def2-TZVPD",
  "total_energy_ha": -17419.442320,
  "total_charge": 1,
  "gap_ev": 7.82,
  "fmax_ev_per_a": 3.11,
  "lumo_energy_ha": -0.114,
  "species": ["O", "B", "O", "C", "C", "C", "C", "C", "C", "C", "C", "C", "C", "C", "N", "C", "Cl", "N", "C", "C", "C", "S", "C", "S", "N", "C", "C", "N", "C", "H", "H", "H", "H", "H", "H", "H", "H", "H", "H", "H", "H", "H", "H", "H", "H", "H", "H", "H", "H", "H", "H", "H", "C", "Cl", "Cl", "Cl", "Cl", "C", "Cl", "Cl", "Cl", "Cl", "C", "Cl", "Cl", "Cl", "Cl", "C", "Cl", "Cl", "Cl", "Cl", "C", "Cl", "Cl", "Cl", "Cl", "C", "Cl", "Cl", "Cl", "Cl", "C", "Cl", "Cl", "Cl", "Cl", "C", "Cl", "Cl", "Cl", "Cl"],
  "xyz": [[-1.390, 3.645, -1.500], [-2.496, 3.904, -2.262], [-3.102, 5.117, -2.017], [-3.112, 2.886, -3.339], [-2.171, 1.820, -3.807], [-2.219, 0.439, -3.620], [-3.201, -0.450, -2.892], [-3.768, 0.135, -1.581], [-2.732, 0.682, -0.623], [-3.136, 1.748, 0.190], [-2.303, 2.362, 1.115], [-0.996, 1.894, 1.246], [-0.571, 0.804, 0.465], [-1.422, 0.201, -0.466], [-1.150, -0.114, -4.276], [-0.402, 0.849, -4.835], [1.014, 0.633, -5.755], [-1.009, 1.994, -4.538], [-0.437, 3.298, -4.980], [0.921, 3.545, -4.258], [0.900, 4.757, -3.270], [2.634, 5.375, -3.135], [3.206, 4.621, -1.604], [4.283, 3.401, -1.623], [2.741, 5.094, -0.365], [3.401, 5.109, 0.838], [2.609, 5.677, 1.808], [1.410, 6.024, 1.159], [1.496, 5.659, -0.068], [-1.082, 2.734, -1.616], [-3.447, 5.513, -2.824], [-4.057, 2.494, -2.960], [-3.373, 3.491, -4.227], [-4.022, -0.748, -3.558], [-2.673, -1.382, -2.647], [-4.544, 0.875, -1.795], [-4.283, -0.692, -1.067], [-4.153, 2.133, 0.084], [-2.623, 3.210, 1.715], [-0.348, 2.377, 1.971], [0.446, 0.470, 0.623], [-1.084, -0.633, -1.078], [-0.851, -1.122, -4.379], [-1.157, 4.090, -4.749], [-0.353, 3.246, -6.069], [1.253, 2.677, -3.676], [1.685, 3.682, -5.033], [0.200, 5.542, -3.563], [0.680, 4.346, -2.285], [4.398, 4.724, 1.008], [2.803, 5.852, 2.853], [0.715, 5.773, -0.807], [2.680, 1.765, 3.581], [2.650, 3.268, 2.616], [1.681, 0.559, 2.727], [4.333, 1.171, 3.705], [2.029, 2.070, 5.194], [4.628, -2.703, -0.104], [4.861, -0.954, -0.262], [4.797, -3.173, 1.587], [2.999, -3.127, -0.650], [5.826, -3.551, -1.085], [-5.880, -2.837, 1.561], [-5.176, -3.644, 2.963], [-6.093, -4.004, 0.248], [-7.444, -2.145, 1.997], [-4.794, -1.542, 1.022], [4.195, -7.159, 3.653], [4.463, -5.562, 2.936], [2.871, -7.959, 2.797], [5.666, -8.128, 3.512], [3.773, -6.962, 5.357], [-0.262, -3.797, -3.121], [0.017, -3.524, -1.404], [0.426, -2.438, -4.054], [0.519, -5.295, -3.608], [-1.998, -3.902, -3.441], [-1.141, -8.575, 1.572], [-0.817, -6.982, 0.866], [-2.469, -9.347, 0.700], [0.310, -9.577, 1.446], [-1.580, -8.386, 3.272], [-1.369, -1.024, 4.401], [-1.759, -2.745, 4.241], [0.059, -0.846, 5.418], [-1.071, -0.331, 2.779], [-2.731, -0.178, 5.143], [4.926, -3.783, 8.266], [6.399, -4.747, 8.415], [4.884, -2.566, 9.546], [4.902, -2.981, 6.687], [3.514, -4.837, 8.408]]
}

=====

# 2
{
  "formula": "C4H6NO",
  "method": "ωB97M-V/def2-TZVPD",
  "total_energy_ha": -285.509401,
  "total_charge": 1,
  "gap_ev": [7.33, 7.33],
  "fmax_ev_per_a": 6.02,
  "relative_energy_ev": 5.791,
  "lumo_energy_ha": [-0.271, -0.271],
  "species": ["C", "C", "C", "C", "N", "O", "H", "H", "H", "H", "H", "H"],
  "xyz": [[-0.781, -0.770, 0.288], [0.156, 0.175, 1.131], [-0.370, -0.432, -1.085], [0.877, 1.044, 0.246], [0.443, 0.510, -1.397], [0.924, 1.030, -2.317], [-0.698, -1.763, 0.522], [-1.833, -0.546, 0.474], [-0.265, 0.663, 2.079], [0.744, -0.605, 1.399], [-0.720, -1.164, -1.917], [1.521, 1.858, 0.577]]
}

=====

# 3
{
  "formula": "C3H5N",
  "method": "ωB97M-V/def2-TZVPD",
  "total_energy_ha": -171.929222,
  "total_charge": 0,
  "gap_ev": 10.05,
  "fmax_ev_per_a": 6.50,
  "smiles": "C#CCN",
  "relative_energy_ev": 3.425,
  "lumo_energy_ha": 0.040,
  "species": ["C", "C", "C", "N", "H", "H", "H", "H", "H"],
  "xyz": [[0.788, -1.349, 1.286], [0.402, -0.721, 0.340], [0.171, -0.005, -0.784], [-0.565, 1.111, -0.128], [0.802, -2.088, 2.211], [-0.436, -0.406, -1.555], [1.048, 0.519, -1.389], [-1.125, 1.046, 0.720], [-1.085, 1.893, -0.701]]
}

=====

# 4
{
  "formula": "C27H54P2SiW",
  "method": "ωB97M-V/def2-TZVPD",
  "total_energy_ha": -2099.743219,
  "total_charge": 2,
  "gap_ev": [4.18, 4.84],
  "fmax_ev_per_a": 8.00,
  "spin_multiplicity": 3,
  "s_squared": 2.014,
  "lumo_energy_ha": [-0.310, -0.311],
  "species": ["W", "C", "C", "C", "C", "C", "C", "H", "H", "H", "C", "H", "H", "H", "C", "H", "H", "H", "C", "H", "H", "H", "C", "H", "H", "H", "C", "C", "C", "C", "C", "C", "C", "C", "H", "H", "H", "H", "H", "H", "H", "H", "H", "H", "H", "H", "P", "C", "H", "H", "H", "C", "H", "H", "H", "C", "H", "H", "H", "P", "C", "H", "H", "H", "C", "H", "H", "H", "C", "H", "H", "H", "C", "Si", "C", "C", "H", "H", "H", "H", "H", "H", "H", "H", "H"],
  "xyz": [[-0.997, -0.110, -1.801], [-2.194, 1.469, -0.363], [-2.990, 0.708, -1.303], [-2.348, -0.683, 0.451], [-1.875, 0.619, 0.736], [-3.023, -0.663, -0.819], [-2.025, 2.952, -0.389], [-2.092, 3.355, -1.403], [-1.056, 3.252, 0.031], [-2.808, 3.442, 0.209], [-1.306, 1.061, 2.042], [-1.050, 2.127, 2.040], [-0.391, 0.506, 2.303], [-2.018, 0.900, 2.869], [-2.389, -1.824, 1.406], [-3.361, -1.866, 1.924], [-1.626, -1.741, 2.189], [-2.265, -2.785, 0.892], [-3.786, -1.797, -1.421], [-4.655, -1.421, -1.971], [-4.134, -2.472, -0.632], [-3.184, -2.398, -2.114], [-3.841, 1.298, -2.381], [-4.762, 1.724, -1.955], [-4.132, 0.545, -3.118], [-3.320, 2.110, -2.901], [0.827, 0.587, -2.266], [-0.226, 1.565, -2.610], [-0.629, 1.783, -4.057], [-1.460, 0.612, -4.646], [-1.723, -0.485, -3.633], [-0.623, -1.413, -3.290], [0.718, -1.255, -4.008], [1.567, -0.127, -3.388], [0.252, 1.986, -4.684], [-0.978, 0.208, -5.547], [-1.236, 2.701, -4.113], [1.868, 0.597, -4.163], [1.444, 0.825, -1.396], [-0.151, 2.482, -2.025], [2.508, -0.540, -2.996], [1.265, -2.209, -3.977], [-0.918, -2.455, -3.158], [0.552, -1.061, -5.079], [-2.427, 1.003, -4.992], [-2.681, -0.993, -3.752], [1.931, 2.413, 1.438], [2.251, 3.481, 2.905], [3.238, 3.955, 2.827], [2.188, 2.888, 3.827], [1.474, 4.258, 2.935], [3.516, 1.475, 1.391], [4.364, 2.155, 1.554], [3.617, 1.006, 0.402], [3.518, 0.687, 2.158], [2.303, 3.643, 0.115], [2.436, 3.122, -0.842], [3.211, 4.217, 0.352], [1.452, 4.333, 0.023], [0.814, -2.477, -0.614], [-0.092, -4.062, -0.732], [0.584, -4.893, -0.977], [-0.824, -3.947, -1.543], [-0.648, -4.287, 0.188], [2.468, -2.828, -1.302], [2.425, -2.801, -2.397], [2.834, -3.812, -0.980], [3.171, -2.046, -0.986], [1.122, -2.220, 1.165], [2.010, -2.752, 1.534], [0.257, -2.522, 1.767], [1.267, -1.141, 1.308], [0.209, -2.038, 4.919], [1.218, -0.567, 4.312], [1.066, 0.861, 5.529], [3.025, -1.076, 4.133], [-0.561, -1.701, 5.631], [0.875, -2.750, 5.432], [-0.288, -2.559, 4.088], [1.021, 0.447, 6.549], [1.925, 1.544, 5.465], [0.143, 1.433, 5.343], [3.694, -0.215, 4.274], [3.246, -1.822, 4.913], [3.222, -1.529, 3.151]]
}